# 1
Below is C21H15Cl2NO3 in the gas phase at a distorted geometry, with properties calculated with the ωB97M-V functional and the def2-TZVPD basis.

```
42
Properties=species:S:1:pos:R:3
Cl -6.41 2.95 -1.50
C -4.95 2.17 -1.06
C -4.92 0.81 -0.73
C -3.70 0.16 -0.47
C -2.48 0.82 -0.53
C -1.18 0.00 -0.66
C 0.02 0.84 -0.64
C 1.24 0.33 -0.52
C 2.45 1.09 -0.75
C 3.66 0.38 -0.83
C 4.87 1.01 -1.05
C 4.90 2.41 -1.21
Cl 6.40 3.20 -1.47
C 3.71 3.16 -1.14
C 2.49 2.50 -0.93
C -2.55 2.21 -0.68
C -3.75 2.89 -0.98
H -5.86 0.26 -0.73
H -3.71 -0.89 -0.19
H -1.28 -0.71 -1.56
H -0.22 1.87 -0.75
H 1.36 -0.73 -0.25
H 3.60 -0.70 -0.69
H 5.79 0.43 -1.13
H 3.76 4.23 -1.28
H 1.58 3.10 -0.87
H -1.70 2.85 -0.54
H -3.77 3.96 -1.19
O -1.01 -0.84 0.70
C -0.49 -2.04 0.94
C 0.27 -2.20 2.15
N 0.12 -1.17 3.17
O -0.65 -0.18 2.96
O 0.76 -1.31 4.28
C 0.92 -3.37 2.52
C 0.65 -4.51 1.77
C -0.20 -4.42 0.66
C -0.72 -3.22 0.25
H 1.58 -3.35 3.38
H 1.11 -5.45 2.07
H -0.41 -5.35 0.11
H -1.31 -3.19 -0.66
```

- E (eV) = -54692.7084
- LUMO (eV) = -0.58
- SMILES = O=[N+]([O-])c1ccccc1O[C@H](/C=C/c1ccc(Cl)cc1)c1ccc(Cl)cc1

# 2
Below is a molecular structure, C21H15CoN7O2, with properties calculated with the ωB97M-V functional and the def2-TZVPD basis.

```
46
Properties=species:S:1:pos:R:3
Co -0.19 -0.44 -0.57
O 0.22 -4.40 -6.30
N -0.91 -4.28 -5.89
O -1.90 -4.76 -6.36
C -1.11 -3.41 -4.69
C -2.40 -3.16 -4.36
C -2.72 -2.34 -3.23
C -4.04 -2.04 -2.84
C -4.26 -1.25 -1.73
C -3.17 -0.75 -1.02
N -1.91 -1.01 -1.39
C -1.69 -1.80 -2.48
C -0.33 -2.08 -2.82
N 0.62 -1.52 -2.01
C 1.91 -1.73 -2.26
C 2.32 -2.51 -3.33
C 1.38 -3.08 -4.16
C 0.00 -2.88 -3.92
H -3.19 -3.60 -4.96
H -4.88 -2.44 -3.40
H -5.26 -1.00 -1.40
H -3.31 -0.13 -0.15
H 2.63 -1.29 -1.57
H 3.38 -2.66 -3.50
H 1.70 -3.69 -5.00
N 0.88 2.24 -1.44
C 0.67 3.52 -1.19
C -0.31 3.61 -0.19
C -0.64 2.32 0.10
N 0.11 1.45 -0.65
H 1.53 1.85 -2.11
H 1.22 4.30 -1.71
H -0.71 4.52 0.25
H -1.36 1.95 0.82
N -0.29 -5.89 2.28
C -0.08 -4.77 2.34
C 0.16 -3.35 2.37
C 0.58 -2.68 3.51
C 0.79 -1.31 3.45
C 0.58 -0.65 2.26
N 0.17 -1.30 1.15
C -0.03 -2.63 1.20
H 0.74 -3.22 4.44
H 1.11 -0.75 4.32
H 0.74 0.42 2.17
H -0.35 -3.13 0.30
```

- ⟨S²⟩ = 6.018
- E (eV) = -74141.4950
- LUMO (spin up / spin down) (eV) = -10.30 / -13.88
- 2S+1 = 5
- charge = +3

Question: Look up the E of the first one.
Answer: -54692.7084 eV